1.
The following is a quantum chemistry calculation of a molecular structure, C20H20CrN2O6S in a non-equilibrium geometry, from the Open Molecules 2025 dataset.

E_tot: -2777.78732 Ha
2S+1: 5
Molecular weight: 468.5 g/mol
Relative energy (zero: lowest compared OMol25 entry of this formula, charge and spin): 93.9 kJ/mol
LUMO level (spin up / spin down): -0.51 / -0.51 eV

CARTESIAN COORDINATES (ANGSTROEM)
Cr1 0.437 0.359 0.580
O1 3.848 -0.963 1.468
C1 3.029 -0.898 0.562
O2 2.491 0.172 0.121
C2 2.428 -2.229 0.026
C3 1.724 -1.949 -1.278
C4 1.330 -3.274 -1.944
C5 0.147 -3.790 -1.135
C6 0.045 -2.660 -0.064
O3 0.365 -1.463 -0.837
C7 1.309 -2.712 0.907
C8 1.097 -2.026 2.262
O4 1.584 -2.499 3.225
O5 0.290 -0.977 2.155
H1 3.219 -2.938 -0.091
H2 2.280 -1.200 -1.822
H3 2.168 -3.967 -1.970
H4 1.020 -3.014 -2.983
H5 0.143 -4.771 -0.737
H6 -0.732 -3.712 -1.774
H7 -0.950 -2.540 0.374
H8 1.454 -3.797 1.158
S1 -1.780 1.182 1.070
C9 -1.828 1.600 2.744
N1 -1.231 0.719 3.600
C10 -1.259 0.865 4.899
C11 -1.765 2.048 5.445
C12 -2.414 2.883 4.526
N2 -2.450 2.638 3.229
H9 -0.591 -0.048 3.161
H10 -0.854 0.027 5.443
H11 -1.681 2.271 6.484
H12 -2.975 3.784 4.859
C13 -0.116 4.231 -1.191
C14 0.078 2.763 -1.193
O6 0.500 2.269 -0.183
C15 -0.400 1.913 -2.306
C16 -1.638 1.975 -2.801
C17 -2.139 1.010 -3.670
C18 -1.268 0.087 -4.159
C19 0.078 0.081 -3.815
C20 0.470 0.944 -2.832
H13 -0.290 4.806 -2.093
H14 0.678 4.713 -0.720
H15 -1.034 4.387 -0.628
H16 -2.353 2.748 -2.425
H17 -3.140 1.124 -4.019
H18 -1.664 -0.621 -4.843
H19 0.929 -0.528 -4.317
H20 1.413 0.979 -2.467

***

2.
The following is a quantum chemistry calculation of 3 unconnected molecules or ions with the total composition C20H20F5N2 in a non-equilibrium geometry, from the Open Molecules 2025 dataset.

Net charge: +1
E_tot: -1382.67728 Ha
Molecular weight: 383.4 g/mol
LUMO level: -3.64 eV

CARTESIAN COORDINATES (ANGSTROEM)
N1 0.902 1.016 0.929
N2 0.578 2.383 1.308
C1 -0.166 3.135 0.191
F1 0.599 4.149 -0.193
F2 -0.355 2.316 -0.826
C2 -1.496 3.613 0.763
C3 -1.517 4.813 1.434
C4 -2.722 5.215 1.956
C5 -3.821 4.417 1.811
C6 -3.781 3.218 1.158
C7 -4.990 2.302 1.019
F3 -4.579 1.040 0.776
F4 -5.674 2.288 2.166
F5 -5.765 2.659 -0.003
C8 -2.589 2.803 0.607
H1 -0.008 0.550 0.930
H2 1.387 0.592 1.725
H3 -0.036 2.338 2.126
H4 1.424 2.914 1.539
H5 -0.627 5.415 1.561
H6 -2.748 6.153 2.494
H7 -4.752 4.771 2.243
H8 -2.506 1.873 0.063
C9 3.743 -4.161 1.241
C10 4.717 -3.443 0.559
C11 4.443 -2.162 0.100
C12 3.197 -1.597 0.331
C13 2.223 -2.315 1.017
C14 2.496 -3.598 1.469
H9 3.958 -5.161 1.595
H10 5.690 -3.883 0.384
H11 5.200 -1.606 -0.438
H12 2.983 -0.595 -0.025
H13 1.248 -1.874 1.199
H14 1.737 -4.160 1.998
C15 0.002 -3.992 -3.842
C16 1.243 -3.709 -3.286
C17 1.376 -2.667 -2.380
C18 0.266 -1.912 -2.025
C19 -0.975 -2.196 -2.579
C20 -1.106 -3.234 -3.491
H15 -0.101 -4.803 -4.551
H16 2.106 -4.302 -3.559
H17 2.342 -2.442 -1.952
H18 0.371 -1.099 -1.315
H19 -1.842 -1.608 -2.301
H20 -2.073 -3.453 -3.927

***

3.
The following is a quantum chemistry calculation of a molecular structure, C20H20MnN5O, from the Open Molecules 2025 dataset.

Net charge: +2
E_tot: -2273.71932 Ha
2S+1: 5
Molecular weight: 401.4 g/mol
Relative energy (zero: lowest compared OMol25 entry of this formula, charge and spin): 0.0 kJ/mol
LUMO level (spin up / spin down): -7.69 / -6.87 eV

CARTESIAN COORDINATES (ANGSTROEM)
Mn1 -0.176 0.499 0.460
C1 0.031 -1.864 -1.320
C2 -1.428 -2.195 -1.090
C3 -1.930 -2.017 0.320
C4 -2.996 -2.791 0.752
C5 -3.392 -2.739 2.073
C6 -2.687 -1.926 2.951
C7 -1.666 -1.154 2.454
N1 -1.299 -1.167 1.151
N2 0.363 -0.405 -1.305
C8 -0.276 0.299 -2.452
C9 -0.389 1.762 -2.150
C10 -0.464 2.731 -3.125
C11 -0.636 4.054 -2.739
C12 -0.717 4.363 -1.390
C13 -0.624 3.346 -0.464
N3 -0.468 2.063 -0.838
C14 1.852 -0.255 -1.417
C15 2.510 -0.463 -0.083
C16 3.794 -0.942 0.063
C17 4.335 -0.997 1.342
C18 3.579 -0.574 2.425
C19 2.296 -0.119 2.199
N4 1.773 -0.072 0.967
H1 0.348 -2.252 -2.292
H2 0.651 -2.336 -0.557
H3 -1.530 -3.254 -1.331
H4 -2.092 -1.694 -1.798
H5 -3.490 -3.450 0.050
H6 -4.220 -3.342 2.420
H7 -2.930 -1.883 4.003
H8 -1.110 -0.493 3.099
H9 -1.271 -0.113 -2.606
H10 0.298 0.113 -3.362
H11 -0.392 2.459 -4.170
H12 -0.700 4.835 -3.485
H13 -0.845 5.381 -1.050
H14 -0.667 3.534 0.596
H15 2.062 0.755 -1.776
H16 2.222 -0.957 -2.167
H17 4.362 -1.262 -0.801
H18 5.341 -1.367 1.490
H19 3.971 -0.594 3.431
H20 1.659 0.226 3.002
O1 -1.541 2.641 3.735
C20 -1.031 2.095 2.846
N5 -0.479 1.522 1.939

***

4.
The following is a quantum chemistry calculation of C20H20N2O2S2 in the gas phase in a non-equilibrium geometry, from the Open Molecules 2025 dataset.

E_tot: -1830.52043 Ha
Molecular weight: 384.5 g/mol
Relative energy (zero: lowest compared OMol25 entry of this formula, charge and spin): 43.3 kJ/mol
LUMO level: 0.59 eV

CARTESIAN COORDINATES (ANGSTROEM)
C1 0.132 -4.278 -4.591
C2 -0.379 -3.066 -3.827
O1 0.749 -2.338 -3.380
C3 0.566 -1.201 -2.663
C4 -0.681 -0.671 -2.314
C5 -0.780 0.489 -1.575
C6 0.377 1.135 -1.166
N1 0.439 2.264 -0.407
C7 1.638 2.611 -0.151
S1 2.072 3.918 0.901
C8 0.507 4.198 1.818
C9 -0.544 3.087 1.763
O2 -1.631 3.365 1.306
N2 -0.216 1.878 2.306
C10 1.007 1.723 3.088
C11 1.309 0.269 3.420
C12 1.172 -0.555 2.144
C13 -0.272 -0.480 1.750
C14 -0.958 -1.588 1.285
C15 -2.314 -1.523 1.017
C16 -2.997 -0.346 1.262
C17 -2.328 0.772 1.730
C18 -0.955 0.726 1.946
S2 2.910 1.585 -0.855
C19 1.635 0.597 -1.521
C20 1.738 -0.557 -2.266
H1 0.746 -4.895 -3.941
H2 0.736 -3.956 -5.434
H3 -0.706 -4.866 -4.955
H4 -0.986 -3.386 -2.969
H5 -0.998 -2.438 -4.482
H6 -1.588 -1.167 -2.618
H7 -1.736 0.899 -1.296
H8 0.815 4.414 2.841
H9 0.042 5.083 1.383
H10 0.898 2.301 4.014
H11 1.863 2.122 2.536
H12 2.317 0.206 3.832
H13 0.607 -0.109 4.166
H14 1.468 -1.592 2.307
H15 1.816 -0.142 1.363
H16 -0.416 -2.510 1.130
H17 -2.835 -2.392 0.643
H18 -4.061 -0.291 1.091
H19 -2.872 1.682 1.910
H20 2.692 -0.976 -2.541

***

5.
The following is a quantum chemistry calculation of C20H20N2O3S in the gas phase, from the Open Molecules 2025 dataset.

E_tot: -1507.53129 Ha
Molecular weight: 368.5 g/mol
Relative energy (zero: lowest compared OMol25 entry of this formula, charge and spin): 151.3 kJ/mol
LUMO level: 0.51 eV

CARTESIAN COORDINATES (ANGSTROEM)
O1 -0.247 -1.869 -3.426
C1 -0.640 -1.924 -2.274
N1 -1.286 -3.007 -1.767
C2 -1.426 -4.233 -2.525
C3 -0.523 -5.305 -2.010
C4 0.814 -5.516 -2.178
C5 1.133 -6.662 -1.410
C6 -0.031 -7.059 -0.831
O2 -1.039 -6.242 -1.183
C7 -0.479 -0.799 -1.351
C8 0.114 0.394 -1.648
C9 0.198 1.295 -0.564
C10 0.883 2.587 -0.659
C11 1.706 3.039 0.371
C12 2.365 4.248 0.262
C13 2.215 5.024 -0.876
C14 1.405 4.580 -1.908
C15 0.745 3.369 -1.804
C16 -0.373 0.780 0.582
N2 -0.508 1.394 1.803
C17 -0.891 0.569 2.931
C18 -0.568 1.329 4.219
O3 -1.217 2.576 4.263
C19 -0.843 3.372 3.163
C20 -1.184 2.684 1.842
S1 -1.009 -0.826 0.309
H1 -1.510 -3.037 -0.784
H2 -1.162 -3.979 -3.556
H3 -2.463 -4.576 -2.476
H4 1.479 -4.929 -2.777
H5 2.094 -7.123 -1.308
H6 -0.267 -7.874 -0.176
H7 0.521 0.591 -2.623
H8 1.832 2.427 1.252
H9 3.003 4.586 1.065
H10 2.730 5.970 -0.959
H11 1.287 5.179 -2.798
H12 0.108 3.030 -2.607
H13 -0.326 -0.364 2.903
H14 -1.967 0.333 2.901
H15 -0.914 0.771 5.090
H16 0.522 1.473 4.287
H17 -1.393 4.309 3.259
H18 0.238 3.578 3.196
H19 -0.853 3.296 1.004
H20 -2.274 2.542 1.780

***

6.
The following is a quantum chemistry calculation of C20H20N2O4S in the gas phase in a non-equilibrium geometry, from the Open Molecules 2025 dataset.

E_tot: -1582.79471 Ha
Molecular weight: 384.5 g/mol
Relative energy (zero: lowest compared OMol25 entry of this formula, charge and spin): 80.2 kJ/mol
LUMO level: 0.41 eV

CARTESIAN COORDINATES (ANGSTROEM)
C1 -0.035 -1.512 1.144
C2 -0.188 -0.054 1.459
C3 0.941 0.713 1.726
C4 0.845 2.056 2.041
C5 -0.400 2.655 2.117
C6 -1.535 1.905 1.868
C7 -1.442 0.561 1.522
C8 -2.699 -0.192 1.240
S1 -3.851 0.756 0.176
O1 -4.687 -0.198 -0.497
O2 -4.504 1.780 0.944
C9 -2.823 1.600 -1.112
C10 -1.971 0.607 -1.779
C11 -2.294 -0.443 -2.595
C12 -1.082 -1.098 -2.895
C13 -0.096 -0.407 -2.237
C14 1.354 -0.651 -2.215
O3 1.870 -1.539 -2.868
N1 2.051 0.205 -1.432
C15 3.485 0.088 -1.269
C16 3.840 -0.715 -0.046
C17 3.557 -2.077 0.008
C18 3.854 -2.780 1.164
C19 4.422 -2.090 2.226
N2 4.699 -0.799 2.184
C20 4.415 -0.133 1.079
O4 -0.640 0.632 -1.549
H1 -0.404 -1.745 0.145
H2 -0.590 -2.118 1.858
H3 1.013 -1.800 1.191
H4 1.913 0.241 1.704
H5 1.740 2.626 2.241
H6 -0.489 3.698 2.380
H7 -2.512 2.357 1.942
H8 -2.537 -1.124 0.708
H9 -3.277 -0.382 2.144
H10 -2.243 2.372 -0.616
H11 -3.562 2.034 -1.780
H12 -3.278 -0.706 -2.921
H13 -0.936 -1.960 -3.511
H14 1.549 0.839 -0.828
H15 3.921 1.088 -1.212
H16 3.855 -0.425 -2.163
H17 3.114 -2.566 -0.847
H18 3.649 -3.836 1.240
H19 4.669 -2.590 3.154
H20 4.662 0.921 1.093